Record 1
ORCA calculation (ωB97M-V with the def2-TZVPD basis set) on 11 unconnected molecules or ions with the total composition C22H33N11.

```
! RIJCOSX wB97M-V def2-TZVPD def2/J DEFGRID3
* xyz 0 1
C 0.312 2.765 -6.546
C -0.820 3.040 -7.382
N -1.732 3.293 -8.051
H 0.629 3.710 -6.104
H 0.975 2.161 -7.165
H 0.016 2.119 -5.720
C -6.908 3.331 -3.167
C -5.458 3.419 -2.842
N -4.300 3.481 -2.640
H -7.505 3.320 -2.255
H -7.025 2.442 -3.788
H -7.239 4.142 -3.815
C 0.449 -0.511 0.345
C 0.214 0.227 1.623
N -0.044 0.802 2.613
H -0.444 -1.119 0.201
H 1.339 -1.135 0.427
H 0.577 0.309 -0.362
C 6.131 1.039 4.322
C 6.015 0.664 2.908
N 5.979 0.334 1.818
H 5.757 0.186 4.887
H 5.416 1.845 4.487
H 7.172 1.250 4.569
C 2.581 5.933 -1.521
C 3.552 5.440 -2.435
N 4.312 5.001 -3.200
H 1.731 6.427 -1.993
H 3.047 6.556 -0.758
H 2.104 5.077 -1.043
C 6.959 -5.461 0.879
C 6.933 -5.568 -0.524
N 6.931 -5.678 -1.681
H 7.846 -4.877 1.124
H 7.061 -6.488 1.230
H 6.034 -5.072 1.303
C -2.088 -3.550 -8.384
C -2.082 -3.195 -6.938
N -2.087 -2.955 -5.798
H -1.550 -2.782 -8.940
H -3.122 -3.497 -8.727
H -1.741 -4.576 -8.506
C 2.733 -9.955 1.382
C 2.093 -8.644 1.472
N 1.604 -7.598 1.524
H 3.185 -10.048 0.395
H 2.043 -10.784 1.537
H 3.484 -10.135 2.151
C 1.030 3.157 10.099
C 1.598 4.526 10.201
N 2.032 5.601 10.274
H 1.636 2.385 10.574
H 1.023 2.955 9.028
H 0.003 3.233 10.455
C -6.055 -4.528 -1.065
C -6.907 -3.382 -0.889
N -7.566 -2.435 -0.671
H -4.996 -4.275 -1.115
H -6.331 -5.065 -1.973
H -6.064 -5.154 -0.173
C -5.115 6.139 3.588
C -4.952 6.898 4.860
N -4.806 7.525 5.847
H -5.851 5.406 3.919
H -4.233 5.554 3.329
H -5.513 6.776 2.797
*
```

Calculated values
LUMO = 0.294 eV
E_HOMO = -11.440 eV
total energy = -39735.02476 eV
Kohn-Sham gap = 11.73 eV

Atom charges from the Mulliken analysis, given in e for atoms 1 to 5: atom 1 (C): -0.689, atom 2 (C): 0.290, atom 3 (N): -0.368, atom 4 (H): 0.252, atom 5 (H): 0.252

---

Record 2
ORCA calculation (ωB97M-V with the def2-TZVPD basis set) on a molecular structure, C22H33N3PdSSi2.

```
! RIJCOSX wB97M-V def2-TZVPD def2/J DEFGRID3
* xyz 2 5
Pd 0.609 0.079 0.153
C 1.031 0.390 -3.240
C 2.360 0.262 -2.566
C 3.549 0.486 -3.287
C 4.756 0.335 -2.669
C 4.806 -0.081 -1.321
C 6.024 -0.304 -0.633
C 6.029 -0.816 0.647
C 4.831 -1.100 1.290
C 3.604 -0.834 0.670
S 2.163 -1.233 1.490
C 3.580 -0.304 -0.662
N 2.396 -0.097 -1.288
H 0.880 -0.458 -3.912
H 0.979 1.286 -3.856
H 0.228 0.404 -2.506
H 3.486 0.779 -4.326
H 5.681 0.506 -3.206
H 6.955 -0.071 -1.133
H 6.964 -1.015 1.153
H 4.835 -1.530 2.283
N -1.724 -1.286 1.279
C -1.244 -2.252 0.411
C -1.586 -3.600 0.516
C -1.041 -4.497 -0.377
C -0.165 -4.042 -1.362
C 0.152 -2.705 -1.385
N -0.373 -1.832 -0.516
H -2.383 -1.627 1.964
H -2.060 -0.440 0.840
H -2.273 -3.918 1.289
H -1.296 -5.547 -0.319
H 0.277 -4.718 -2.079
H 0.858 -2.313 -2.104
C 0.003 4.432 2.401
Si 0.937 2.902 1.847
C 2.796 3.250 1.873
C 0.443 1.501 3.045
C 0.605 2.342 0.023
Si -0.937 2.909 -0.946
C -0.291 3.784 -2.484
C -1.984 1.363 -1.415
C -2.146 4.005 -0.013
H 0.412 4.761 3.358
H -1.059 4.238 2.548
H 0.111 5.259 1.697
H 3.065 3.650 2.853
H 3.066 3.999 1.127
H 3.391 2.352 1.694
H 0.010 1.909 3.961
H 1.316 0.920 3.344
H -0.307 0.821 2.624
H 1.492 2.494 -0.599
H 0.514 3.236 -2.976
H 0.090 4.774 -2.224
H -1.094 3.926 -3.210
H -1.520 0.403 -1.176
H -2.162 1.367 -2.493
H -2.956 1.408 -0.922
H -1.724 4.984 0.212
H -2.471 3.540 0.919
H -3.028 4.156 -0.638
*
```

Calculated values
LUMO (spin up / spin down) = -6.559 / -9.155 eV
E_HOMO (spin up / spin down) = -14.464 / -14.847 eV
total energy = -57875.69585 eV
⟨S²⟩ = 6.040
Kohn-Sham gap (spin up / spin down) = 7.90 / 5.69 eV

Atom charges from the Mulliken analysis, given in e for atoms 1 to 5: atom 1 (Pd): 0.638, atom 2 (C): -1.393, atom 3 (C): 0.867, atom 4 (C): -1.053, atom 5 (C): -0.869

---

Record 3
ORCA calculation (ωB97M-V with the def2-TZVPD basis set) on a molecular structure, C22H34AsF5I2IrN4O2STe.

```
! RIJCOSX wB97M-V def2-TZVPD def2/J DEFGRID3
* xyz 1 1
Ir -0.403 0.394 -0.355
I -0.613 7.972 0.124
C -0.459 5.966 -0.387
C -0.057 5.600 -1.666
C -0.007 4.264 -2.005
I 0.600 3.699 -3.910
C -0.362 3.245 -1.097
O -0.389 2.005 -1.553
C -0.713 3.638 0.214
C -0.951 2.667 1.342
N -1.679 1.437 0.934
C -2.030 0.572 2.091
C -1.248 -0.719 2.169
C -1.305 -1.516 3.293
C -0.696 -2.762 3.273
C -0.061 -3.181 2.119
C -0.009 -2.323 1.038
N -0.572 -1.109 1.071
C -0.772 4.990 0.538
H 0.212 6.353 -2.394
H -1.518 3.175 2.127
H -0.001 2.341 1.773
H -2.545 1.728 0.486
H -3.084 0.301 2.004
H -1.914 1.128 3.022
H -1.834 -1.167 4.170
H -0.730 -3.397 4.148
H 0.416 -4.148 2.049
H 0.504 -2.583 0.123
H -1.064 5.282 1.540
F 4.222 0.309 0.558
Te 2.552 -0.231 -0.203
F 2.780 -1.820 0.897
F 3.164 0.973 -1.499
F 1.438 1.459 0.147
F 3.566 -1.399 -1.263
O 1.073 -0.657 -1.293
C -2.150 -4.419 -3.229
C -2.253 -3.155 -2.392
N -2.323 -1.916 -3.184
C -3.010 -1.970 -4.482
C -4.523 -1.938 -4.319
C -2.024 -0.742 -2.621
C -1.960 0.481 -3.474
N -1.836 -0.650 -1.311
H -1.953 -5.255 -2.559
H -1.325 -4.356 -3.938
H -3.069 -4.640 -3.768
H -1.355 -3.084 -1.777
H -3.121 -3.224 -1.726
H -2.701 -2.877 -4.991
H -2.674 -1.138 -5.091
H -4.876 -2.779 -3.719
H -5.006 -1.996 -5.294
H -4.844 -1.016 -3.831
H -1.330 0.305 -4.344
H -1.535 1.303 -2.909
H -2.961 0.756 -3.811
H -1.956 -1.533 -0.834
C 3.876 0.130 5.115
As 4.084 0.109 3.197
C 4.995 -1.537 2.860
C 5.171 1.651 2.889
S 2.057 0.291 2.513
H 4.854 -0.012 5.574
H 3.207 -0.667 5.430
H 3.469 1.090 5.427
H 5.862 -1.562 3.519
H 5.290 -1.597 1.818
H 4.309 -2.348 3.095
H 6.001 1.613 3.594
H 4.558 2.528 3.083
H 5.538 1.670 1.867
*
```

Calculated values
LUMO = -4.320 eV
E_HOMO = -9.644 eV
total energy = -145011.23249 eV
Kohn-Sham gap = 5.32 eV

Atom charges from the Mulliken analysis, given in e for atoms 1 to 5: atom 1 (Ir): 2.488, atom 2 (I): 0.090, atom 3 (C): -0.506, atom 4 (C): -0.279, atom 5 (C): -0.433

---

Record 4
ORCA calculation (ωB97M-V with the def2-TZVPD basis set) on a molecular structure, C22H34Cl3NORu.

```
! RIJCOSX wB97M-V def2-TZVPD def2/J DEFGRID3
* xyz -2 5
C 3.150 -0.808 0.032
C 3.425 0.288 -0.940
C 3.075 -0.231 -2.265
C 4.262 1.459 -0.737
C 2.778 -1.621 -2.120
C 2.758 -1.927 -0.730
C 2.659 -3.293 -0.175
C 3.787 -0.883 1.370
C 3.419 0.420 -3.567
C 2.583 -2.556 -3.257
Ru 1.535 1.132 -1.097
Cl 1.375 2.732 -2.412
Cl 1.961 2.019 1.054
Cl -0.099 -0.530 -1.896
H 4.410 1.635 0.317
H 3.771 2.350 -1.120
H 5.166 1.268 -1.311
H 3.375 1.533 -3.525
H 2.721 0.074 -4.364
H 4.449 0.082 -3.820
H 2.052 -2.028 -4.053
H 1.996 -3.417 -2.938
H 3.522 -2.926 -3.689
H 2.204 -3.938 -0.933
H 1.974 -3.268 0.691
H 3.623 -3.754 0.120
H 3.946 0.119 1.809
H 4.765 -1.395 1.209
H 3.168 -1.491 2.046
O 0.154 -2.451 1.386
H -0.083 -1.731 0.637
C -4.967 -2.191 0.188
C -3.846 -1.415 0.827
C -3.554 -1.597 2.188
C -2.469 -0.953 2.792
C -2.201 -1.145 4.260
C -1.659 -0.127 2.024
C -2.082 0.307 0.721
C -3.105 -0.493 0.102
N -1.593 1.407 0.140
C -2.256 2.730 0.217
C -3.772 2.735 0.422
C -1.581 3.500 1.342
C -1.967 3.404 -1.118
H -4.985 -3.223 0.565
H -5.944 -1.740 0.419
H -4.851 -2.226 -0.902
H -4.124 -2.326 2.764
H -2.903 -0.554 4.872
H -2.329 -2.200 4.533
H -1.180 -0.840 4.515
H -0.767 0.345 2.443
H -3.332 -0.287 -0.951
H -4.065 2.346 1.409
H -4.127 3.770 0.373
H -4.286 2.180 -0.371
H -0.492 3.457 1.214
H -1.920 4.538 1.339
H -1.837 3.054 2.311
H -0.893 3.598 -1.221
H -2.269 2.740 -1.937
H -2.528 4.339 -1.206
*
```

Calculated values
LUMO (spin up / spin down) = 4.862 / 4.852 eV
E_HOMO (spin up / spin down) = 0.076 / 0.095 eV
total energy = -67049.77959 eV
⟨S²⟩ = 6.174
Kohn-Sham gap (spin up / spin down) = 4.79 / 4.76 eV

Atom charges from the Mulliken analysis, given in e for atoms 1 to 5: atom 1 (C): 2.103, atom 2 (C): 0.080, atom 3 (C): 1.656, atom 4 (C): -1.653, atom 5 (C): -0.261